Record 1
4 unconnected molecules or ions with the total composition C5H21N3O3. Source: the Open Molecules 2025 dataset; level of theory: ωB97M-V with the def2-TZVPD basis set.

## Properties
electronic energy: -592.9565 hartree
frontier orbital gap: 9.99 eV
SMILES: C[C@H](N)CNCCN.O.O.O
HOMO: -9.583 eV
ΔE to the lowest compared entry with this formula, charge and spin: 3.229 eV

The geometry in ORCA input format:
```
! wB97M-V def2-TZVPD RIJCOSX def2/J DEFGRID3
* xyz 0 1
N -2.42620 0.81022 -0.69352
C -1.22356 1.44154 -1.31613
C -0.90654 2.83668 -0.45321
C -0.07287 0.49939 -1.40480
N 0.36170 -0.28791 -0.17606
C 1.43626 0.32608 0.72806
C 1.05854 0.87351 2.07475
N -0.41171 0.36018 2.24732
H -2.64472 -0.16843 -1.10469
H -1.99320 0.52797 0.24599
H -1.56592 1.67536 -2.34814
H -1.10746 2.80218 0.60144
H 0.21778 3.10777 -0.69712
H -1.44537 3.76137 -0.83212
H 0.82558 1.06660 -1.70796
H -0.07747 -0.32210 -2.16718
H -0.25517 -0.70646 0.37860
H 1.95486 1.03657 0.09261
H 2.21154 -0.55133 0.84759
H 1.15361 1.95199 2.26375
H 1.56839 0.21081 2.95437
H -0.82755 1.20188 1.77767
H -0.56729 0.22404 3.21831
H 1.89307 -2.79113 -2.07911
H 1.83419 -1.60181 -0.94195
O 2.27840 -2.52185 -1.22727
H -0.22921 -2.08053 -1.79851
H -1.60787 -2.77351 -1.97107
O -0.69462 -2.91369 -2.20803
H 0.58223 -2.60290 2.69154
H 0.22081 -2.32269 1.16264
O 0.45977 -3.06976 1.84220
*
```



Record 2
2 unconnected molecules or ions with the total composition C13H20BrN4O2. Source: the Open Molecules 2025 dataset; level of theory: ωB97M-V with the def2-TZVPD basis set.

## Properties
electronic energy: -3450.5009 hartree
frontier orbital gap: 7.85 eV
HOMO: -12.441 eV
ΔE to the lowest compared entry with this formula, charge and spin: 0.000 eV

The geometry in ORCA input format:
```
! wB97M-V def2-TZVPD RIJCOSX def2/J DEFGRID3
* xyz 1 1
C -0.65011 -1.33210 4.24923
C -1.29032 0.02856 4.55616
C -0.46847 1.28775 4.24081
Br 1.44324 1.06956 4.44443
N -0.84084 1.88452 2.94137
C -0.77618 1.37673 1.73878
N 0.28442 0.60191 1.29431
C -0.20134 -0.71148 0.72960
C -1.73084 -0.85509 0.48321
C -2.61350 0.38212 0.77171
N -1.82893 1.65538 0.87989
H -1.39620 -1.98644 3.79571
H 0.18106 -1.26003 3.55383
H -0.32847 -1.82293 5.16409
H -2.23187 0.11924 4.00923
H -1.54613 0.09297 5.61268
H -0.72635 2.05659 4.96095
H -1.21182 2.82810 2.98099
H 0.66980 1.14501 0.51928
H 0.34729 -0.93470 -0.18151
H 0.10151 -1.47739 1.43688
H -2.08209 -1.65007 1.14115
H -1.89506 -1.21028 -0.53248
H -3.19600 0.25715 1.68285
H -3.31942 0.55002 -0.03761
H -1.42578 1.83881 -0.03785
C 2.26758 1.28040 -5.33003
C 1.34761 1.32948 -4.28991
C 1.08081 0.19251 -3.54560
C 1.74755 -0.97801 -3.85966
C 2.66129 -1.05168 -4.89407
C 2.91910 0.09287 -5.63231
N 1.48376 -2.19136 -3.06628
O 0.66731 -2.11946 -2.15767
O 2.09000 -3.19578 -3.35356
H 2.47542 2.17098 -5.90759
H 0.83734 2.25551 -4.06194
H 0.36302 0.20823 -2.73883
H 3.16012 -1.98310 -5.11578
H 3.63149 0.05545 -6.44451
*
```



Record 3
2 unconnected molecules or ions with the total composition C9H14. Source: the Open Molecules 2025 dataset; level of theory: ωB97M-V with the def2-TZVPD basis set.

## Properties
electronic energy: -351.2280 hartree
frontier orbital gap: 9.81 eV
SMILES: Cc1ccccc1.CC
HOMO: -8.873 eV
ΔE to the lowest compared entry with this formula, charge and spin: 2.780 eV

The geometry in ORCA input format:
```
! wB97M-V def2-TZVPD RIJCOSX def2/J DEFGRID3
* xyz 0 1
C 0.10714 3.31146 -1.42266
C 0.15786 1.78603 -1.38126
H -0.54138 3.53725 -2.23984
H -0.06023 3.92166 -0.55650
H 0.86600 3.98182 -1.86732
H -0.61388 1.11847 -1.14539
H 0.68567 1.49743 -2.42717
H 1.17115 1.61412 -0.75219
C 1.53711 -1.27562 -0.75416
C -0.59155 -0.54880 2.22231
C 0.44433 -0.46354 1.29598
C -1.60610 -1.51202 2.27981
C 0.40203 -1.40848 0.25389
C -1.64755 -2.46339 1.22780
C -0.62960 -2.40954 0.34066
H -0.68013 0.35307 3.03409
H 1.03151 0.44654 1.30389
H -2.56533 -1.35628 2.84805
H -2.47686 -3.13852 1.17639
H 1.27181 -1.06766 -1.85225
H 2.05340 -2.31019 -0.77801
H -0.40194 -3.21525 -0.46559
H 2.08655 -0.39857 -0.34052
*
```



Record 4
A molecular structure, C22H27Cl5F11N5O6S3SeTeW. Source: the Open Molecules 2025 dataset; level of theory: ωB97M-V with the def2-TZVPD basis set.

## Properties
electronic energy: -8909.8481 hartree
frontier orbital gap: 5.67 eV
HOMO: -13.596 eV
ΔE to the lowest compared entry with this formula, charge and spin: 0.000 eV

The geometry in ORCA input format:
```
! wB97M-V def2-TZVPD RIJCOSX def2/J DEFGRID3
* xyz 2 1
W 0.80781 -0.48601 0.31951
Cl 3.76957 -0.93802 -1.17007
C 3.11642 0.62370 -1.48766
C 1.84842 0.99220 -0.99555
C 1.44355 2.30234 -1.32392
Cl -0.09472 2.97626 -0.90660
C 2.24886 3.16943 -2.07510
Cl 1.73004 4.76173 -2.44078
C 3.48994 2.75359 -2.54355
Cl 4.46730 3.79951 -3.46459
C 3.92380 1.46361 -2.24892
Cl 5.44322 0.93931 -2.82906
F -4.38757 1.24629 -2.23979
C -3.07338 1.24982 -2.27586
F -2.63536 0.56691 -3.32195
F -2.61457 2.47526 -2.30538
S -2.54510 0.30823 -0.75859
O -1.05323 0.23997 -0.73890
O -3.13626 -0.99972 -0.93911
N -3.10460 1.18445 0.37474
S -3.55075 0.59254 1.79073
O -2.95892 -0.71762 2.02766
O -3.42486 1.59664 2.78495
C -5.37347 0.24421 1.57250
F -5.97385 0.36403 2.73561
F -5.50443 -1.01807 1.13365
F -5.89736 1.06608 0.69031
F 0.25582 -0.94267 2.23105
Te 2.57470 -2.38006 2.42646
F 4.20360 -1.87762 1.60760
F 2.35316 0.08443 1.33944
F 0.96198 -3.39665 2.85176
F 3.13873 -4.07305 1.95339
O 1.71968 -2.06522 0.67906
Se 0.34845 -0.47051 -3.17577
N 0.80093 -1.47814 -1.73194
C 1.25131 -2.66993 -2.19412
C 1.72643 -3.80601 -1.49110
C 2.16303 -4.89211 -2.19435
C 2.15539 -4.96555 -3.61480
C 1.69033 -3.92166 -4.33334
C 1.23392 -2.76290 -3.64090
N 0.78278 -1.71196 -4.29872
H 1.77885 -3.83253 -0.42163
H 2.53992 -5.74076 -1.63720
H 2.52149 -5.85890 -4.10106
H 1.65336 -3.91189 -5.41409
C -0.28854 0.84591 5.84832
C 0.82004 0.33650 4.93312
C 1.16995 1.33630 3.83622
S -0.22816 1.57928 2.69739
O 0.17797 1.15501 1.22693
C -0.20886 3.36069 2.50003
C 1.12218 3.96475 2.06579
C 0.92991 5.41453 1.62948
H -0.49490 0.13133 6.64309
H -1.22345 1.00045 5.30202
H -0.00783 1.79052 6.31781
H 0.54067 -0.62226 4.49506
H 1.73320 0.17468 5.51023
H 2.03502 1.07968 3.23074
H 1.34523 2.32340 4.26673
H -0.54534 3.72347 3.47765
H -1.01543 3.55924 1.79175
H 1.54116 3.37725 1.24691
H 1.83811 3.92344 2.88744
H 0.25666 5.47914 0.77447
H 1.88353 5.85234 1.33871
H 0.51772 6.01967 2.43799
N -3.32320 -3.48205 1.24280
C -1.91992 -3.86512 1.65754
C -0.87693 -3.47825 0.62386
N -0.91271 -2.02205 0.33458
H -4.00156 -3.80177 1.93769
H -3.59013 -3.88371 0.34164
H -3.43044 -2.45370 1.19339
H -1.91189 -4.93883 1.82804
H -1.72438 -3.35532 2.60063
H -1.02059 -4.01746 -0.31381
H 0.08150 -3.76520 1.03790
H -1.42874 -1.56903 1.09366
H -1.46627 -1.90051 -0.50684
*
```



Record 5
A molecular structure, C29H26ClN5O7. Source: the Open Molecules 2025 dataset; level of theory: ωB97M-V with the def2-TZVPD basis set.

## Properties
electronic energy: -2380.3769 hartree
frontier orbital gap: 7.83 eV
HOMO: -8.655 eV
ΔE to the lowest compared entry with this formula, charge and spin: 25.122 eV

The geometry in ORCA input format:
```
! wB97M-V def2-TZVPD RIJCOSX def2/J DEFGRID3
* xyz 0 1
N -6.80981 -1.33853 -0.90682
C -5.50239 -1.48799 -1.57957
O -5.29756 -2.07093 -2.58025
C -4.48374 -0.69600 -0.93820
N -4.62953 -0.79013 0.38767
C -4.40226 -1.70124 1.45061
O -4.45830 -1.57372 2.76741
C -3.95533 -2.92175 0.65022
C -2.50229 -2.86718 0.43641
C -1.87455 -3.10453 -0.75247
C -0.60540 -2.80577 -0.92218
C 0.18783 -2.69248 0.04324
C -0.20538 -2.79338 1.30973
C -1.57198 -2.57345 1.64502
H -2.02393 -2.53535 2.46418
H 0.37611 -2.46770 2.37151
N 1.74731 -2.92329 0.00556
O 2.38347 -2.79975 1.02136
O 2.24434 -2.68549 -1.24577
H -0.14623 -3.08970 -1.80419
H -2.61456 -3.25302 -1.67268
H -4.27201 -3.62592 1.66152
H -4.48259 -3.03720 -0.09093
C -4.78215 0.80980 1.18656
C -4.00872 1.68808 -0.35475
C -2.39543 1.43862 -0.03897
C -2.10016 2.69646 0.00854
N -3.09501 3.80483 -0.06046
O -4.36862 2.88699 0.01296
C -0.70366 3.30033 0.13184
C 0.28748 2.49647 -0.00182
C 1.57786 2.74508 -0.06114
C 1.95982 4.16606 0.12826
C 0.89668 4.94581 0.10717
C -0.44347 4.62847 0.10666
H -1.16138 5.62729 0.14991
H 1.20412 6.12758 -0.00875
H 2.96311 4.45378 0.38848
N 2.62183 1.87125 0.04815
C 2.42511 0.60932 0.06618
O 1.58598 -0.23409 0.12293
C 3.74413 -0.16503 0.15331
O 4.85377 0.64066 -0.05872
C 6.17806 0.05268 -0.08969
C 7.13728 1.21210 -0.19256
C 8.72307 0.70447 -0.15935
C 8.96933 -0.68976 -0.12700
C 8.02126 -1.68574 -0.12766
C 6.58603 -1.06364 -0.24353
H 5.66777 -1.85326 -0.08735
H 8.17200 -2.53770 -0.23183
Cl 10.57064 -1.02271 -0.25421
H 9.53669 1.57259 -0.24943
H 7.03983 2.11159 -0.00427
H 4.00192 -0.92602 -0.87647
H 3.97473 -0.81295 0.99241
H 3.56209 2.12972 -0.03692
H -0.03530 1.34266 0.07387
H -2.11405 0.99099 0.88972
H -1.89835 0.91016 -0.60768
C -4.52118 0.73679 -1.43105
H -5.56023 1.13831 -1.41244
H -3.96447 0.99901 -2.31543
H -5.90156 1.08250 1.21295
H -4.20991 0.72966 2.02319
H -3.54197 -1.18070 -1.17396
H -7.64041 -1.94554 -1.30641
H -6.91575 -0.69850 -0.01259
*
```



Record 6
A molecular structure, C43H35Cl3N4O3PRhS. Source: the Open Molecules 2025 dataset; level of theory: ωB97M-V with the def2-TZVPD basis set.

## Properties
electronic energy: -4334.8236 hartree
frontier orbital gap (spin up / spin down): 7.00 / 6.55 eV
⟨S²⟩: 6.103
HOMO (spin up / spin down): -6.754 / -8.024 eV

The geometry in ORCA input format:
```
! wB97M-V def2-TZVPD RIJCOSX def2/J DEFGRID3
* xyz 0 5
Rh 0.43159 -0.23996 -0.34839
C 2.34143 -2.83812 -8.06437
C 1.75700 -3.67957 -7.13284
C 1.19475 -3.16330 -5.97779
C 1.22362 -1.79374 -5.73652
C 1.78507 -0.94945 -6.69420
C 2.35605 -1.46961 -7.84193
P 0.48852 -1.03424 -4.23089
C -0.22455 -2.52819 -3.44463
C -1.52871 -2.79449 -3.75684
C -2.38200 -3.55703 -2.80877
C -1.57540 -4.52674 -2.01407
C -0.23762 -4.35819 -1.85678
C 0.44362 -3.29400 -2.47473
C 1.95797 -0.79993 -3.13749
C 3.21673 -0.99741 -3.70737
C 4.37978 -0.83223 -2.98394
C 4.29946 -0.43116 -1.66412
C 3.05526 -0.20648 -1.10147
C 1.85182 -0.38532 -1.79666
H 2.78221 -3.24425 -8.96458
H 1.75065 -4.74892 -7.29616
H 0.72210 -3.82566 -5.26557
H 1.77141 0.11977 -6.52863
H 2.82099 -0.81045 -8.56095
H -2.00061 -2.29844 -4.59064
H -3.23288 -4.03637 -3.30623
H -2.09087 -5.33066 -1.51440
H 0.31883 -5.05674 -1.24245
H 1.49007 -3.11716 -2.27245
H 3.29528 -1.31082 -4.73610
H 5.33712 -1.01965 -3.44473
H 5.19800 -0.30167 -1.07508
H 3.03569 0.13899 -0.06963
N 1.39718 -2.18085 0.81952
C 0.75895 -2.44180 2.09842
C -0.34832 -1.34812 2.45812
O -0.80543 -1.40455 3.58461
O -0.63715 -0.55164 1.54351
H 1.25083 -2.94073 0.16032
H 2.39488 -2.01273 0.90680
H 1.46566 -2.43719 2.93016
H 0.23852 -3.40123 2.09761
Cl 0.00702 4.76578 10.04316
C 0.06286 4.47410 8.34379
C -0.34296 3.25124 7.83086
C -0.31560 3.04975 6.46369
C 0.10125 4.05051 5.59467
C 0.10056 3.81956 4.09786
C 1.54026 3.47666 3.63244
N 1.51427 3.00167 2.28066
C 1.54918 3.72938 1.12342
C 1.32292 2.84849 0.10608
N 1.14980 1.60316 0.63219
C 1.26016 1.72826 1.93463
O -0.71299 2.74254 3.71840
C -2.08461 3.05941 3.53096
C -2.79007 1.79394 3.15962
C -2.75141 1.21815 1.92087
Cl -1.96096 1.81858 0.53886
S -3.62428 -0.27010 1.85945
C -4.04166 -0.12009 3.51825
C -3.53284 1.00624 4.07511
C 0.53122 5.25630 6.13838
Cl 1.10059 6.52157 5.10456
C 0.51547 5.48141 7.50416
H -0.67258 2.46891 8.49564
H -0.63004 2.10490 6.04763
H -0.22672 4.73917 3.58389
H 1.92259 2.67644 4.27071
H 2.18082 4.35628 3.71591
H 1.74847 4.78139 1.11303
H 1.26949 3.02273 -0.95206
H 1.16423 0.93837 2.65540
H -2.18979 3.81125 2.73151
H -2.51582 3.47380 4.45363
H -4.62617 -0.88943 3.98173
H -3.67156 1.28744 5.10292
H 0.85177 6.42461 7.90498
N -5.88368 -1.90450 -3.74332
C -4.85202 -1.66304 -3.28706
C -3.61279 -1.38424 -2.71816
C -2.99467 -2.43549 -1.83906
C -1.87516 -1.87618 -1.02335
C -1.20484 -0.76036 -1.39156
C -1.71732 0.08561 -2.41457
C -2.93753 -0.21052 -3.00568
H -3.74739 -2.90729 -1.19782
H -1.55065 -2.48943 -0.19445
H -1.20432 0.99807 -2.68736
H -3.37004 0.48502 -3.71227
*
```



Record 7
A molecular structure, H4NO2PS. Source: the Open Molecules 2025 dataset; level of theory: ωB97M-V with the def2-TZVPD basis set.

## Properties
electronic energy: -947.1580 hartree
frontier orbital gap: 7.90 eV
HOMO: -9.399 eV
ΔE to the lowest compared entry with this formula, charge and spin: 3.001 eV

The geometry in ORCA input format:
```
! wB97M-V def2-TZVPD RIJCOSX def2/J DEFGRID3
* xyz 0 1
N 1.29835 1.01470 -0.39810
O -0.05961 -1.11242 -1.44887
O -1.22474 1.01380 -0.53179
P 0.06107 0.06149 -0.32762
S -0.39008 -1.38203 2.05004
H 2.00353 0.80729 -1.06931
H 0.12304 -1.90800 -0.92487
H -1.01044 1.69259 0.10944
H -0.80113 -0.18742 2.54108
*
```